The following is a DFT calculation (the ωB97M-V functional and the def2-TZVPD basis) of C18H29BrNO4P as an isolated structure in a non-equilibrium geometry.

electronic energy = -3974.18460 Eh
LUMO level (spin up / spin down) = 2.3 / 2.3 eV
2S+1 = 2
HOMO (spin up / spin down) = -2.958 / -2.940 eV
strongest force on any atom = 5.3 eV Å⁻¹
total charge = -1
gap between HOMO and LUMO (spin up / spin down) = 5.2 / 5.2 eV

```
54
C18H29BrNO4P | the Open Molecules 2025 dataset | the ωB97M-V functional and the def2-TZVPD basis
C -1.673 0.657 -3.578
C -0.277 -0.108 -3.428
C 0.879 0.103 -4.451
C 2.256 -0.585 -4.320
C 2.499 -1.560 -3.124
C 1.358 -1.788 -2.089
C -0.026 -1.061 -2.236
C -1.092 -1.351 -1.071
C -0.777 -0.599 0.320
C -2.164 -0.275 1.071
P -3.338 0.851 0.127
O -2.676 1.982 -0.662
O -4.354 1.599 1.300
O -4.388 0.010 -0.942
C -0.017 -1.705 1.263
C 1.090 -1.077 2.237
C 2.602 -1.220 1.630
C 1.103 -2.036 3.563
N 0.783 0.293 2.738
O 1.693 0.679 3.625
C 0.621 1.304 1.636
C 1.965 2.181 1.345
C -0.481 2.380 2.159
C 0.227 0.648 0.201
H -2.500 -0.066 -3.271
H -1.779 0.938 -4.684
H -1.672 1.629 -2.953
H 0.663 0.845 -5.305
H 3.058 -0.342 -5.104
H 3.527 -2.038 -3.048
H 1.588 -2.499 -1.220
H -1.123 -2.483 -0.829
H -2.122 -1.111 -1.516
H -2.713 -1.290 1.197
H -2.031 0.126 2.140
H -5.036 0.938 1.559
H -4.462 0.586 -1.744
H 0.460 -2.525 0.626
H -0.838 -2.169 1.935
H 3.094 -2.147 2.109
H 3.261 -0.323 1.867
H 2.540 -1.461 0.503
H 2.134 -1.843 4.050
H 0.245 -1.767 4.264
H 1.108 -3.127 3.215
H 1.632 2.998 0.496
H 2.779 1.541 0.856
H 2.310 2.781 2.254
H 0.053 3.363 2.406
H -1.283 2.623 1.384
H -0.976 1.974 3.125
H 1.239 0.330 -0.263
H -0.154 1.490 -0.491
Br 1.181 3.706 -0.870
```

***

The following is a DFT calculation (the ωB97M-V functional and the def2-TZVPD basis) of C9H23N2PS as an isolated structure in a non-equilibrium geometry.

electronic energy = -1205.69187 Eh
LUMO level (spin up / spin down) = 0.3 / 0.3 eV
ΔE to the lowest compared entry with this formula, charge and spin = 0.319 eV
2S+1 = 1
HOMO (spin up / spin down) = -7.982 / -7.981 eV
strongest force on any atom = 5.1 eV Å⁻¹
gap between HOMO and LUMO (spin up / spin down) = 8.2 / 8.2 eV

```
36
C9H23N2PS | the Open Molecules 2025 dataset | the ωB97M-V functional and the def2-TZVPD basis
C -3.797 -1.306 -0.877
C 3.834 -1.010 1.662
C -2.451 0.693 2.223
C 3.805 0.259 -1.102
C -0.391 1.544 -2.412
C -3.971 -0.557 0.460
C 2.661 -1.137 0.697
C -2.701 0.488 0.655
C 2.575 0.149 -0.158
N -1.591 -0.100 -0.043
N 1.459 0.227 -1.037
P 0.226 1.278 -0.753
S 0.758 2.859 0.193
H -4.681 -1.945 -0.920
H -3.789 -0.656 -1.732
H -2.907 -1.878 -0.866
H 3.955 0.012 1.928
H 3.596 -1.779 2.435
H 4.725 -1.303 1.053
H -1.413 0.938 2.499
H -3.200 1.356 2.720
H -2.645 -0.295 2.484
H 4.650 0.532 -0.409
H 3.960 -0.765 -1.439
H 3.689 0.950 -1.838
H -1.292 2.213 -2.426
H 0.391 1.907 -2.930
H -0.591 0.561 -2.934
H -4.832 0.059 0.370
H -4.034 -1.165 1.343
H 2.650 -2.068 0.008
H 1.779 -1.197 1.252
H -3.094 1.395 0.116
H 2.507 0.911 0.547
H -1.027 -0.542 0.664
H 1.187 -0.629 -1.435
```

***

The following is a DFT calculation (the ωB97M-V functional and the def2-TZVPD basis) of C5H11NO3 as an isolated structure in a non-equilibrium geometry.

electronic energy = -477.51240 Eh
LUMO level = -0.3 eV
ΔE to the lowest compared entry with this formula, charge and spin = 3.077 eV
2S+1 = 1
HOMO = -7.807 eV
strongest force on any atom = 3.2 eV Å⁻¹
gap between HOMO and LUMO = 7.5 eV

```
20
C5H11NO3 | the Open Molecules 2025 dataset | the ωB97M-V functional and the def2-TZVPD basis
C -1.409 -0.492 -1.345
C -0.574 -1.502 -2.073
C -0.217 -0.866 0.797
O -1.286 0.731 -1.531
O -1.041 -0.963 1.667
H 0.259 1.164 -1.186
H -2.319 -0.873 -0.860
H 0.486 -1.713 0.581
H -0.549 -2.451 -1.537
H 0.442 -1.132 -2.217
H -1.027 -1.686 -3.052
C 1.743 0.687 1.650
C 0.621 0.903 0.663
N -0.378 1.774 1.068
O 1.070 1.088 -0.589
H -1.101 1.895 0.364
H -0.789 1.510 1.956
H 2.375 -0.130 1.306
H 2.337 1.601 1.697
H 1.358 0.456 2.641
```

***

The following is a DFT calculation (the ωB97M-V functional and the def2-TZVPD basis) of a 2-piece molecular cluster, C3HF2NO overall in a non-equilibrium geometry.

electronic energy = -444.47699 Eh
LUMO level (spin up / spin down) = -1.0 / -1.1 eV
ΔE to the lowest compared entry with this formula, charge and spin = 3.563 eV
2S+1 = 1
HOMO (spin up / spin down) = -9.071 / -8.984 eV
strongest force on any atom = 4.8 eV Å⁻¹
gap between HOMO and LUMO (spin up / spin down) = 8.1 / 7.8 eV

```
8
C3HF2NO | the Open Molecules 2025 dataset | the ωB97M-V functional and the def2-TZVPD basis
C 2.127 -0.218 0.381
C 0.763 0.268 0.034
C -1.591 -0.208 -0.085
N 3.206 -0.574 0.472
O 0.627 1.431 -0.212
F -1.634 -1.547 -0.155
F -1.773 0.452 -1.231
H -1.725 0.396 0.796
```

***

The following is a DFT calculation (the ωB97M-V functional and the def2-TZVPD basis) of an isolated ion of composition C4H11N2S and charge -1 in a non-equilibrium geometry.

electronic energy = -666.71935 Eh
LUMO level = 4.2 eV
ΔE to the lowest compared entry with this formula, charge and spin = 0.741 eV
SMILES string = NCNCCC[S-]
2S+1 = 1
HOMO = -2.457 eV
strongest force on any atom = 1.4 eV Å⁻¹
total charge = -1
gap between HOMO and LUMO = 6.6 eV

```
18
C4H11N2S | the Open Molecules 2025 dataset | the ωB97M-V functional and the def2-TZVPD basis
N -0.871 0.561 -2.247
C -1.684 0.534 -1.057
N -1.267 -0.226 0.111
C -0.365 0.481 1.027
C 0.836 -0.294 1.528
C 1.919 -0.720 0.527
S 1.481 -1.496 -1.099
H -0.813 -0.367 -2.647
H 0.074 0.847 -2.013
H -1.851 1.563 -0.743
H -2.689 0.187 -1.333
H -0.792 -1.080 -0.171
H -0.079 1.438 0.599
H -0.910 0.704 1.930
H 0.529 -1.158 2.104
H 1.334 0.427 2.193
H 2.617 0.089 0.278
H 2.531 -1.490 1.013
```

***

The following is a DFT calculation (the ωB97M-V functional and the def2-TZVPD basis) of C11H25ClI2N3OP2Pr as an isolated structure in a non-equilibrium geometry.

electronic energy = -2928.53694 Eh
LUMO level (spin up / spin down) = -6.8 / -6.7 eV
2S+1 = 3
HOMO (spin up / spin down) = -13.760 / -13.760 eV
strongest force on any atom = 2.1 eV Å⁻¹
total charge = +2
gap between HOMO and LUMO (spin up / spin down) = 7.0 / 7.1 eV

```
46
C11H25ClI2N3OP2Pr | the Open Molecules 2025 dataset | the ωB97M-V functional and the def2-TZVPD basis
I -4.087 4.456 -1.730
I -5.864 2.734 -2.862
Pr -0.595 -0.881 -0.455
P 0.373 -0.607 -3.108
C -0.242 0.710 -4.255
C 2.139 -0.280 -2.727
H 2.782 -0.309 -3.609
H 0.902 -2.322 -4.893
H 2.510 -1.046 -2.027
H 0.625 -3.015 -3.277
H -0.176 1.688 -3.734
H 2.255 0.711 -2.262
C 0.295 -2.232 -3.982
H 0.316 0.776 -5.206
H -0.753 -2.465 -4.241
H -1.309 0.504 -4.477
P -2.220 -1.220 1.803
C -3.634 -0.065 2.137
C -2.786 -2.975 1.870
H -0.094 -1.625 2.914
H -1.321 -1.245 4.133
H -0.669 0.065 3.144
C -0.973 -0.994 3.129
H -1.930 -3.617 1.594
H -3.168 -3.310 2.842
H -4.111 -0.197 3.123
H -4.398 -0.192 1.345
H -3.571 -3.147 1.112
H -3.241 0.971 2.069
Cl -0.115 -3.352 -0.757
C 3.748 0.218 2.863
N 2.804 0.889 2.000
C 2.735 2.226 1.886
C 1.822 2.837 1.097
C 0.924 1.999 0.414
N 0.975 0.668 0.484
C 1.933 0.080 1.315
O 1.933 -1.156 1.440
N -0.104 2.500 -0.312
H 3.202 -0.342 3.624
H 4.351 0.984 3.330
H 4.369 -0.451 2.267
H 3.460 2.747 2.470
H 1.719 3.904 0.945
H -0.178 3.479 -0.480
H -0.635 1.901 -0.959
```